(A)
98
Properties=species:S:1:pos:R:3 method="wB97M-V/def2-TZVPD" e_homo_ev=-1.95 total_charge=-1
O 1.29160 5.28250 34.68141
O 6.77230 -1.57391 38.17669
O 14.52650 2.42477 33.54456
O 5.15119 10.19601 29.99898
O 1.95932 -8.56085 31.08401
O -2.48024 -5.91667 29.71566
O 10.17478 8.82761 28.75862
O 13.93923 3.16074 28.52526
O 8.11861 -6.37306 27.59733
O -1.35827 -0.01122 32.85366
O -4.36258 -2.07726 28.78219
O 10.77397 -1.75214 20.08426
O 7.79017 6.98175 24.29110
O 3.82555 4.38862 25.53180
O 3.09764 -1.58276 34.99830
O -3.05646 3.39921 28.97966
O 0.93520 5.61963 29.10811
O 8.11124 -5.81470 22.23254
O 4.04520 2.97041 18.72723
O 11.53141 -3.57649 29.21402
O 11.88434 -6.24043 25.23042
O 3.97560 0.75781 29.89535
O 12.12637 5.85251 24.90058
O 5.46095 5.86502 36.54317
N 4.84465 0.71890 28.79923
C 2.98204 -0.08550 27.26563
C 6.94610 0.07109 30.23522
C 6.88453 -0.06742 26.88471
C 4.42650 -1.73793 28.34961
C 7.18059 1.06565 27.86820
C 6.39083 2.50309 29.67547
C 6.26169 1.04741 29.16196
C 5.46740 -0.33600 26.55478
C 4.46112 -0.35948 27.78119
H 2.46870 -8.06887 31.72800
H 1.45358 4.75468 33.89948
H -4.83616 -2.90902 28.76999
H 11.24885 5.57000 25.15820
H 7.43752 -0.08681 25.94560
H 7.24180 -5.89259 21.83979
H 7.38168 2.93727 29.80893
H 2.75239 -0.30334 26.22260
H 1.99050 5.03522 35.28689
H 4.84421 10.63176 29.20391
H 7.33208 -0.97863 27.28156
H 5.91896 -1.57945 37.74309
H 7.68181 7.84675 23.89576
H 8.62016 -5.65069 27.97530
H 6.90486 6.72163 24.54564
H -2.98259 2.98297 28.12087
H 2.30243 -0.83181 27.67700
H -2.48139 -4.96573 29.82497
H 9.54585 8.65167 28.05881
H 3.50480 2.47122 19.33962
H 7.98855 0.35181 30.38555
H 11.97632 6.56240 24.27625
H 3.09606 4.07490 24.99733
H 6.56602 0.15309 31.25352
H 14.25645 2.40304 28.03384
H 13.48965 3.69847 27.87337
H 14.07878 2.96473 34.19588
H 6.02842 3.23765 28.95630
H 5.43782 -1.91683 28.71474
H 8.47790 -5.01858 21.84787
H 3.56442 3.78727 18.59372
H 11.05234 -6.22240 24.75745
H 1.28133 -8.99905 31.59834
H -0.47959 0.22458 32.55610
H 7.00636 -0.95913 29.88432
H -4.73778 -1.57683 28.05761
H 11.71394 -5.75002 26.03458
H 5.92964 2.66752 30.64932
H 2.35746 -2.08587 34.65882
H 7.64154 -5.97798 26.86756
H 4.06042 3.64018 26.08035
H 2.55161 0.89162 27.48492
H 11.60186 -2.23253 20.08892
H 1.31858 5.99291 28.31445
H -1.57496 -6.17674 29.88615
H 5.52057 -1.30658 26.06158
H -1.81514 -0.28611 32.05872
H 6.56652 -1.54589 39.11109
H 4.12503 -2.50841 27.63999
H 3.81240 -1.80393 29.24775
H 10.98164 -0.91207 20.49340
H 6.18783 5.56147 35.99936
H 4.36474 9.80032 30.37469
H 3.32877 -0.98592 34.28654
H 14.14627 2.69308 32.70807
H 5.15030 0.37421 25.79114
H 1.60451 5.02077 29.43921
H 5.56589 6.81591 36.57507
H 7.24807 2.05895 27.42447
H -2.16240 3.66429 29.19557
H 12.33493 -3.70685 29.71761
H 9.64452 9.17382 29.47638
H 11.39221 -2.62953 29.22511
H 8.22764 0.95777 28.15133



(B)
98
Properties=species:S:1:pos:R:3 method="wB97M-V/def2-TZVPD" e_homo_ev=-3.84 total_charge=-1
O 1.04372 -2.46067 -1.63938
O 3.03493 2.11724 3.08299
O -2.85705 0.01106 5.55663
O -0.23849 -2.58941 4.98128
O -0.37854 0.16679 -4.88828
O -1.82874 -2.12731 -3.14015
O 0.64008 5.22851 3.31406
O -3.39945 -2.51721 3.52868
O -0.45393 5.68561 -2.46061
O 0.40698 0.18343 4.97231
O -0.67067 -4.54681 2.37232
O 3.71392 -0.60181 3.69462
O 2.03902 -3.74554 1.07658
O -1.29312 3.20980 -3.94993
O 4.73669 2.65183 -3.22274
O -5.11529 -0.18305 1.20119
O 0.32621 -2.30333 -4.71641
O -1.89174 -5.46194 0.18278
O 3.41673 -1.92013 -3.59727
O -1.33845 0.88493 -1.94673
O -2.65699 3.58974 -0.38266
O -4.28794 -3.36139 0.69578
O 2.77778 3.75528 -4.56999
O 5.11563 -0.81210 -1.37561
N -0.47732 0.39719 -0.86490
C 1.47866 1.35169 -2.03302
C -1.82583 -1.56385 -0.13968
C -2.03860 0.63877 1.17741
C 0.30256 2.70691 -0.28622
C 1.14112 0.06157 1.56617
C 0.66286 1.29004 -0.74015
C -1.10341 -0.28453 0.33775
C -0.06716 -0.80035 1.28452
C 1.65196 0.63181 0.33602
H -3.66073 -0.00265 6.07638
H 3.17112 1.19473 3.29903
H 2.10269 -0.22183 -0.17019
H 0.39367 -1.34991 -4.66488
H -1.36657 5.93538 -2.31597
H 0.90085 -1.76795 -0.99443
H -1.14274 -2.31010 -0.54539
H -0.55972 -1.06544 2.22005
H -0.23398 2.93176 0.63556
H 3.91891 -1.49742 3.96313
H -2.00224 3.90831 0.23867
H -2.61055 0.18692 1.98783
H 1.25123 3.19679 -0.06684
H 0.10637 -4.32626 1.85870
H -1.31372 3.99317 -3.40026
H -3.54481 -2.59587 2.58586
H -0.10696 3.08833 -1.22159
H -0.08337 5.85327 3.36429
H 2.51655 3.08073 -5.19686
H 2.52733 2.46323 3.81706
H -4.75937 -2.58904 0.38360
H 4.44468 -0.15839 -1.17886
H 0.23540 -2.73938 4.16325
H 4.64136 -1.51812 -1.81474
H 2.42360 -3.54648 0.22295
H -5.72024 0.54129 1.04119
H -2.96651 -3.33495 3.77380
H -1.63347 -1.32478 -2.65638
H -4.40444 0.20605 1.71065
H -4.41894 -4.01602 0.00982
H 2.20716 -2.96438 1.60360
H -1.51834 1.48822 1.61995
H -2.60102 -6.10271 0.13211
H -1.37540 -4.60736 1.72739
H -2.61692 -1.45425 -0.88149
H -0.07063 -1.67065 5.19089
H 2.75294 -2.16371 -2.95207
H 0.84480 -2.53939 -5.48556
H -3.08485 -0.45154 4.75020
H 2.48213 1.27842 0.62026
H -0.34702 0.86150 -5.54601
H 2.04814 3.80442 -3.95236
H 0.73449 0.92747 2.08863
H 1.82941 -0.51470 2.18446
H 0.33127 -1.79973 1.10958
H 0.36153 -2.32143 -2.29623
H 0.01208 6.02651 -1.69717
H -2.30430 -1.95455 0.75839
H -2.84122 1.07144 0.58016
H 4.65079 1.81709 -3.68323
H 2.95644 -1.34723 -4.21058
H 0.24154 4.42652 2.97611
H -2.32068 2.74150 -0.67184
H 1.02685 1.94971 -2.82444
H -0.75836 0.58494 -4.11555
H -1.14354 -2.17855 -3.80656
H -1.03676 2.50552 -3.35453
H 2.52726 1.64664 -1.99384
H 3.95536 3.14518 -3.47243
H 1.55557 0.43506 -2.61780
H 4.19582 -0.48027 2.87656
H 0.85798 1.02239 5.06699
H -0.35647 0.38124 4.42987
H -1.86758 -5.06148 -0.68629



Stability check: which of them is least stable? (A).



(A)
9
Properties=species:S:1:pos:R:3 method="wB97M-V/def2-TZVPD" e_homo_ev="-9.14 / -8.73" smiles="C1N=P#[PH]P1"
P 1.02046 -0.83470 -0.13371
P -1.09382 -1.55415 -0.23159
P -2.07610 0.36080 -0.45728
N -0.41667 1.53434 -0.35076
C 0.63046 0.91746 0.23401
H 1.54781 1.42232 0.15005
H -1.29704 -1.91097 1.07484
H 0.67065 0.93075 1.36057
H 1.01425 -0.86586 -1.64613



(B)
9
Properties=species:S:1:pos:R:3 method="wB97M-V/def2-TZVPD" e_homo_ev="-8.53 / -8.74" smiles=P#[PH]P.C#N
P 0.26040 -2.29505 0.82425
P -1.06885 0.18764 -0.71682
P -0.97147 -0.66835 1.18588
N 2.67678 1.31168 0.36085
C 1.92076 0.76182 -0.29156
H -1.70531 -0.95223 -1.23344
H 1.09550 0.40050 -0.90845
H -2.09518 0.99262 -0.80694
H -0.11262 0.26138 1.58622



Stability check: which of them is least stable? (B).



(A)
18
Properties=species:S:1:pos:R:3 method="wB97M-V/def2-TZVPD" e_homo_ev=-8.56
S 1.30247 0.18187 1.16736
S -0.14150 -0.76797 -1.55083
O -1.57459 -0.93493 -1.56184
C -1.31812 0.99488 0.66552
C 0.52795 -2.03901 -0.42347
C 0.05989 0.75822 -0.03279
C 0.68137 -1.57653 1.05175
C 0.60845 1.93264 -0.84484
H 1.60000 -2.46445 -0.63025
H 1.33223 1.62485 -1.53233
H -1.45806 0.64578 1.69410
H -0.22502 -2.91419 -0.26274
H -0.17256 2.59630 -1.38246
H -0.29838 -1.46613 1.55859
H -1.33737 2.01924 0.66523
H 1.47233 -2.01747 1.67326
H -2.16023 0.66967 0.05496
H 1.10115 2.75723 -0.30922



(B)
18
Properties=species:S:1:pos:R:3 method="wB97M-V/def2-TZVPD" e_homo_ev=-8.59 smiles="CC(=S)SC[C@H](C)O"
S 0.00649 1.15878 0.86291
S 2.21588 2.70135 2.09086
O -1.45573 -1.14749 -2.05869
C -2.14224 -0.80293 0.27524
C -1.45756 -0.26434 -0.95820
C 2.72836 0.50665 0.64968
C 1.71245 1.49725 1.16946
C -0.01128 -0.08979 -0.49750
H -1.76401 -1.76318 0.65813
H 2.44283 -0.50509 0.93960
H 0.56901 0.17893 -1.34844
H 2.75164 0.35065 -0.44823
H -2.37844 -1.19748 -2.32212
H -1.94823 0.71363 -1.27415
H 3.70266 0.77814 0.94502
H -3.28235 -0.97513 0.27129
H -2.01606 -0.13534 1.08844
H 0.32658 -1.00461 -0.04330



Stability check: which of them is least stable? (A).



(A)
8
Properties=species:S:1:pos:R:3 method="wB97M-V/def2-TZVPD" e_homo_ev="-3.62 / -3.64" total_charge=-1
S -1.61297 0.81009 -0.12124
S -1.13325 -2.22045 0.03187
O -1.48712 1.22559 1.28707
O -0.94521 1.71142 -1.07047
N 1.94933 -0.65601 -0.09424
C -0.54949 -0.76688 -0.06969
H 1.93547 -0.19360 0.81673
H 1.84324 0.08985 -0.78002



(B)
8
Properties=species:S:1:pos:R:3 method="wB97M-V/def2-TZVPD" e_homo_ev=-3.73 total_charge=-1 smiles="NC([S-])=S(=O)=O"
S -2.83291 0.62847 -0.08663
S -1.96294 -2.39471 -0.26981
O -2.39859 1.72731 -0.96385
O -2.40558 0.78789 1.33800
N 0.02972 -0.33645 -0.20711
C -1.65849 -0.87766 -0.42291
H -0.12790 0.12356 0.74688
H -0.29163 0.52480 -0.76561



Stability check: which of them is least stable? (A).



(A)
32
Properties=species:S:1:pos:R:3 method="wB97M-V/def2-TZVPD" e_homo_ev=-9.95 smiles=BrCCBr.BrCCBr.BrCCBr.BrCCBr
Br 0.98162 0.25295 2.99592
Br 0.11997 -2.34877 -1.06848
Br -3.64389 2.02884 -6.81105
Br 2.86375 1.10278 7.25440
Br -3.86432 0.39058 -3.83060
Br 3.43153 -1.18355 -1.88007
Br -2.13531 1.58663 0.28468
Br 4.23610 -3.59376 2.17868
C -4.50392 2.90339 -5.27869
C -5.10087 1.84907 -4.33169
C 3.54816 -1.62160 0.07638
C 1.99173 0.14393 5.74752
C -0.45644 -0.68212 -0.12150
C 2.22920 0.91857 4.40181
C 3.93303 -3.10166 0.20450
C -1.83185 -0.17848 -0.56122
H 0.27787 0.11003 -0.26776
H 3.27459 0.98167 4.09969
H 2.56639 -1.40903 0.49950
H 0.95638 0.05368 6.07619
H -2.54388 -0.94504 -0.25545
H 2.41331 -0.85993 5.69619
H -1.96151 -0.01044 -1.63036
H -5.49770 2.31365 -3.42903
H 3.08265 -3.70167 -0.11945
H 4.21088 -0.93261 0.60002
H -3.82565 3.55475 -4.72753
H 1.85955 1.94345 4.43493
H -5.76829 1.27853 -4.97756
H 4.74711 -3.45045 -0.43089
H -5.22946 3.55994 -5.75893
H -0.36074 -0.95324 0.92989



(B)
32
Properties=species:S:1:pos:R:3 method="wB97M-V/def2-TZVPD" e_homo_ev=-8.89
Br -13.17759 -5.09039 -10.02782
Br -9.74866 -2.16910 -8.67709
Br -15.95186 -6.55800 -10.07413
Br -16.17927 -8.52214 -13.61253
Br -9.23463 -8.32400 -6.80841
Br -13.19804 -5.51608 -6.99448
Br -11.75671 -8.38331 -9.51754
Br -15.32972 -10.61483 -9.47694
C -15.94786 -10.24312 -11.32130
C -15.37343 -8.96131 -11.85657
C -11.21999 -3.19034 -9.72743
C -13.47103 -7.80034 -10.30656
C -10.95046 -7.41847 -7.47647
C -11.94667 -4.16083 -8.84844
C -14.27488 -7.01989 -9.24424
C -11.23966 -6.08667 -6.75254
H -11.86472 -2.46719 -10.22691
H -14.30149 -9.07457 -12.01851
H -13.87331 -6.03234 -9.01710
H -14.45508 -7.64358 -8.36866
H -17.01590 -10.06093 -11.20217
H -13.92866 -8.71948 -10.67243
H -10.98961 -7.34930 -8.56356
H -15.51349 -8.08494 -11.22375
H -11.19202 -4.73458 -8.31046
H -13.27500 -7.23191 -11.21571
H -15.89443 -11.12946 -11.95346
H -11.05743 -6.04369 -5.67874
H -10.70376 -3.50970 -10.63275
H -11.74715 -8.11825 -7.22406
H -12.45369 -3.64487 -8.03309
H -10.60847 -5.35197 -7.25245



Stability check: which of them is least stable? (B).



(A)
32
Properties=species:S:1:pos:R:3 method="wB97M-V/def2-TZVPD" e_homo_ev=-11.23 total_charge=+1
O -0.43132 -3.26938 -2.38426
N 1.11816 2.90911 2.31142
N 2.82396 2.53707 0.74831
N 0.66131 1.82210 0.27316
C -1.62232 -1.46942 -1.49420
C 1.02009 1.26847 -1.02444
C -1.83717 -0.55480 -0.40380
C 1.12155 2.44340 -2.00218
C -0.74419 -3.27499 -0.04343
C -1.52159 -0.35933 2.14627
C -1.35300 -1.06079 0.81189
C -0.98237 -2.66840 -1.26182
C 1.52689 2.34169 1.13330
C -0.93031 -2.40946 1.02547
H 3.25206 3.28979 1.26601
H -0.87313 -0.83069 2.91412
H -0.22094 1.43691 0.68037
H -1.22246 0.69940 2.04418
H 0.87027 2.09049 -3.00796
H 0.11930 3.03217 2.45831
H -0.33787 -4.27710 -0.17159
H -2.19246 0.46911 -0.46764
H -0.39098 -4.26748 -2.25627
H 0.39053 0.43837 -1.23699
H -2.52514 -0.48540 2.59349
H 1.60682 2.73905 3.23020
H -2.02024 -1.12678 -2.41879
H -0.63589 -2.76822 2.00398
H 3.05899 2.42796 -0.22716
H 1.92426 0.61062 -0.89742
H 2.06322 2.90250 -1.78194
H 0.32283 3.27042 -1.80886



(B)
32
Properties=species:S:1:pos:R:3 method="wB97M-V/def2-TZVPD" e_homo_ev=-11.06 total_charge=+1
O -1.28670 3.87063 2.46631
N -1.92472 -2.26365 -0.91639
N 0.01806 -2.94471 -1.94828
N 0.08416 -2.68623 0.32530
C 2.17173 -1.82782 1.14550
C -0.60882 -2.58583 -0.85165
C -1.27998 1.71768 -0.39038
C 0.68408 -1.44032 0.86607
C 0.96847 2.32637 0.16221
C 0.49720 3.18598 1.17653
C 0.07237 1.54663 -0.55653
C 0.60519 0.78794 -1.74371
C -0.85668 3.19505 1.35100
C -1.83243 2.65024 0.48879
H 2.04305 2.19010 0.14808
H -2.84756 2.95472 0.73147
H -1.96638 1.24666 -1.06216
H 2.93839 -1.08055 0.99223
H -1.99734 3.41943 2.96019
H 0.99960 -3.17006 -1.97884
H -2.46806 -1.96966 -1.73877
H 1.32725 -0.01903 -1.61711
H 2.17443 -2.11736 2.20523
H -0.43926 -2.93721 -2.86028
H 0.25562 -1.18048 1.85800
H 0.57097 -0.59448 0.21681
H -0.17731 0.27053 -2.27280
H 1.12029 3.98842 1.52232
H -0.15098 -3.32616 1.07424
H 1.20009 1.57631 -2.25465
H 2.58041 -2.61436 0.53485
H -2.47515 -2.16874 -0.03356



Stability check: which of them is least stable? (B).



(A)
18
Properties=species:S:1:pos:R:3 method="wB97M-V/def2-TZVPD" e_homo_ev=-11.49 total_charge=+1
N 2.77154 -1.35814 -1.29016
N 1.10519 0.33816 -0.98289
N -1.59685 1.13988 -0.82334
N -1.19505 -0.05851 2.79256
C -1.49221 -0.06645 1.38427
C -1.49180 1.07435 0.60440
C 1.55045 -0.83534 -1.36017
H 0.77238 -1.48470 -1.79394
H -1.43936 2.04563 1.08456
H -1.35191 -0.98812 3.17665
H 1.77174 0.92659 -0.52252
H -2.35541 0.57924 -1.21303
H 2.98894 -2.13008 -1.90230
H 3.54813 -0.71068 -1.16690
H -1.81354 2.15359 -1.10370
H -1.67959 -1.13507 1.11957
H 0.09413 0.50497 -0.92259
H -0.18678 0.00468 2.91953



(B)
18
Properties=species:S:1:pos:R:3 method="wB97M-V/def2-TZVPD" e_homo_ev=-13.32 total_charge=+1
N 0.74664 1.27799 -0.36550
N 2.61609 -0.11546 0.30209
N -1.69055 0.13589 0.12240
N 1.97612 -1.28022 0.25658
C 2.08401 1.11796 -0.00838
C -2.22978 -0.86420 -0.77742
C -2.49379 0.66407 0.91935
H -3.47249 0.33792 0.90235
H 3.49967 -0.02297 0.71521
H -2.02329 1.39290 1.57628
H 2.33451 -1.95017 0.94935
H 0.18155 0.44698 -0.51861
H 2.01566 -1.83927 -0.65586
H -1.57968 -1.78503 -0.58207
H 0.46106 2.26465 -0.62954
H -3.15650 -1.17796 -0.54272
H 2.81839 1.91332 0.05730
H -2.08763 -0.51638 -1.72079



Stability check: which of them is least stable? (B).



(A)
8
Properties=species:S:1:pos:R:3 method="wB97M-V/def2-TZVPD" e_homo_ev="-10.70 / -10.70"
F -2.40911 -1.23274 -0.09203
F -0.21596 -1.68464 0.54492
F 1.59419 -0.05022 -0.96553
O 2.60526 1.23934 0.55678
C 1.58224 0.73666 0.15962
C -1.14292 -0.78051 0.17919
C -0.77911 0.46618 0.06214
H -1.23458 1.30593 -0.44509



(B)
8
Properties=species:S:1:pos:R:3 method="wB97M-V/def2-TZVPD" e_homo_ev="-12.46 / -12.45"
F 3.82940 2.56614 -0.66927
F 4.96338 0.79217 -0.23329
F 3.15585 0.66985 -1.41184
O 3.03800 1.07343 0.76472
C 0.89632 0.33710 0.00213
C -0.23651 0.00605 -0.09623
C 3.69740 1.27147 -0.31123
H -1.23168 -0.30798 -0.29124



Stability check: which of them is least stable? (B).



(A)
8
Properties=species:S:1:pos:R:3 method="wB97M-V/def2-TZVPD" e_homo_ev=-9.35
Cl 1.35751 1.94588 0.64825
P 0.08494 1.34991 -0.83785
O 0.74186 1.53530 -2.12870
N -1.15467 -0.87234 0.36440
N -2.21941 -0.65296 0.46764
C 0.09369 -0.93956 0.43335
H 0.49179 -0.99524 1.53466
H 0.60429 -1.37098 -0.48174



(B)
8
Properties=species:S:1:pos:R:3 method="wB97M-V/def2-TZVPD" e_homo_ev="-8.97 / -8.97"
Cl -4.23376 -0.87919 0.00686
P -3.80526 1.00237 -0.29552
O -1.21332 -0.62703 -1.22071
N -2.32204 1.14705 0.45412
N -1.18354 0.80026 0.56388
C -0.55975 -0.28749 -0.20666
H -0.68507 -0.90784 0.73975
H 0.54964 0.10156 -0.23431



Stability check: which of them is least stable? (B).